# 1
62
Properties=species:S:1:pos:R:3:forces:R:3 method="wB97M-V/def2-TZVPD" relative_energy_kcal_mol=0.0 fmax_ev_per_a=7.72 s_squared=6.11 lumo_ev="-8.301 / -9.035" charge=+2 orbital_gap_ha="0.2279 / 0.2004" spin_multiplicity=5
Mn -0.357195 -0.646430 0.551770 0.94 -2.98 0.34
Cl 0.567425 -2.690216 0.743260 -0.61 1.26 -0.12
C -0.071395 1.204743 0.600369 0.21 7.58 1.41
O 0.030169 2.367566 0.765320 -0.28 -5.72 -0.97
P 0.077599 -0.072624 -1.716454 0.33 -0.24 -3.50
C -1.472820 -0.399472 -2.626930 -0.65 -0.24 0.48
C 0.550009 1.559302 -2.381774 0.12 0.57 0.52
C 1.322238 -1.214241 -2.408822 0.57 -0.31 0.30
C 1.764207 1.775716 -3.050142 0.14 -0.01 0.00
C 2.053427 3.037386 -3.586873 -0.36 0.09 0.10
C 1.144363 4.095552 -3.444937 0.07 -0.61 0.16
C -0.056230 3.883624 -2.754851 0.10 -0.21 -0.01
C -0.355360 2.625897 -2.230914 0.29 0.20 -0.16
H 2.491731 0.966155 -3.165272 -0.32 0.31 0.02
H 2.990099 3.192914 -4.122505 -0.26 -0.08 0.17
H 1.368162 5.073254 -3.868230 -0.04 -0.23 0.12
H -0.759281 4.702977 -2.627422 0.09 -0.18 -0.05
H -1.303799 2.475494 -1.717675 0.08 0.04 -0.13
C -2.440419 -1.255572 -2.067856 -0.08 0.23 -0.28
C -3.640693 -1.506718 -2.745786 0.16 -0.07 0.10
C -3.879499 -0.926037 -3.998129 0.04 -0.15 0.35
C -2.916117 -0.084855 -4.554278 0.16 -0.03 0.04
C -1.724415 0.183969 -3.877462 -0.07 0.08 0.04
H -2.250332 -1.745202 -1.107169 -0.14 0.05 -0.28
H -4.386923 -2.168432 -2.297292 0.29 0.24 -0.17
H -4.819387 -1.136377 -4.526109 0.51 0.15 0.26
H -3.087590 0.372250 -5.527766 0.06 -0.11 0.23
H -0.997298 0.858082 -4.322767 -0.13 -0.12 0.04
C 1.105879 -1.916397 -3.603482 -0.06 0.04 0.21
C 2.107000 -2.742046 -4.124668 -0.07 0.03 0.00
C 3.323657 -2.897024 -3.462333 0.00 0.34 0.40
C 3.547333 -2.196301 -2.263909 -0.28 0.10 -0.10
C 2.557464 -1.349362 -1.752079 0.05 -0.28 0.01
H 0.154989 -1.827831 -4.119494 0.14 -0.06 0.01
H 1.921176 -3.279113 -5.056665 0.04 0.18 0.30
H 4.104752 -3.551998 -3.864261 -0.40 0.27 0.17
H 4.485442 -2.321022 -1.720119 -0.28 0.09 -0.21
H 2.730285 -0.816031 -0.810949 0.07 -0.19 -0.30
H -2.711284 -3.402472 0.437106 0.85 0.20 -0.05
H -1.957448 -3.246663 0.372812 -1.03 -0.32 0.14
C 1.157423 -0.197423 5.738157 -0.21 -0.10 -0.37
N 1.173867 1.044757 4.936889 -0.71 -0.15 -0.19
C -0.063791 1.816472 5.201981 -0.12 -0.51 0.35
N -1.284819 1.015240 4.943396 0.33 0.09 0.10
C -1.256342 -0.239917 5.728416 0.23 0.20 -0.36
N -0.038095 -1.048193 5.481575 0.08 0.93 -0.51
C -0.023957 -1.594654 4.121112 -0.18 -0.63 0.26
P -0.091774 -0.213638 2.878231 0.27 0.12 0.71
C 1.350035 0.785708 3.512423 0.21 0.44 0.15
C -1.502061 0.788367 3.529013 0.19 0.18 0.06
H 1.161384 0.107828 6.793547 0.07 -0.33 -0.29
H 2.045100 -0.788614 5.473546 -0.14 0.22 0.35
H -0.082463 2.747737 4.627928 0.03 -0.25 -0.15
H -0.073058 2.109856 6.258452 0.06 -0.20 -0.18
H -2.128705 -0.844640 5.441791 0.15 0.22 0.37
H -1.286546 0.063277 6.783287 -0.05 -0.38 -0.25
H 0.872235 -2.205641 3.946361 -0.12 0.27 0.01
H -0.881907 -2.258423 3.950401 0.10 0.17 0.14
H 1.407737 1.748360 2.987672 0.06 -0.24 0.02
H 2.277213 0.225950 3.351214 -0.13 0.07 -0.06
H -2.407497 0.200931 3.353645 -0.14 0.30 0.09
H -1.533876 1.754204 2.995686 -0.23 -0.37 0.16


# 2
62
Properties=species:S:1:pos:R:3:forces:R:3 method="wB97M-V/def2-TZVPD" relative_energy_kcal_mol=7.2 fmax_ev_per_a=7.56 s_squared=6.13 lumo_ev="-8.260 / -8.942" charge=+2 orbital_gap_ha="0.2235 / 0.1960" spin_multiplicity=5
Mn -0.310325 -0.895255 0.635783 1.76 -1.58 -0.78
Cl 1.284129 -2.484059 0.877930 -1.07 0.78 0.07
C -0.277469 0.946422 0.508904 0.82 7.45 1.04
O -0.093606 2.109109 0.611937 -0.93 -5.36 -0.62
P 0.042240 -0.141121 -1.778975 0.57 0.07 -2.65
C -1.501426 -0.438227 -2.703699 -0.56 -0.33 0.54
C 0.533303 1.515435 -2.394089 0.09 0.41 0.51
C 1.325345 -1.246573 -2.457726 0.26 -0.24 0.51
C 1.765417 1.745693 -3.028463 0.01 -0.07 0.01
C 2.061693 3.010450 -3.549516 -0.23 0.00 0.09
C 1.147473 4.061151 -3.426983 -0.06 -0.34 0.20
C -0.073814 3.839489 -2.776117 0.10 -0.21 0.00
C -0.377086 2.578505 -2.261427 0.00 0.23 -0.15
H 2.491463 0.938150 -3.138780 -0.24 0.27 0.02
H 3.012274 3.172190 -4.056921 -0.24 -0.07 0.15
H 1.382932 5.050995 -3.824027 -0.07 -0.36 0.11
H -0.791769 4.651733 -2.671165 0.16 -0.21 -0.04
H -1.346729 2.424548 -1.780177 0.25 0.05 -0.18
C -2.469688 -1.296157 -2.147292 0.12 0.25 -0.12
C -3.668838 -1.526449 -2.811478 -0.14 -0.11 -0.03
C -3.913156 -0.916578 -4.048900 0.18 0.09 0.13
C -2.954738 -0.067822 -4.621086 0.07 -0.32 0.38
C -1.751659 0.165785 -3.948103 0.13 0.19 -0.05
H -2.289708 -1.786742 -1.184176 -0.10 0.19 -0.66
H -4.414346 -2.185614 -2.348347 0.31 0.32 -0.35
H -4.858426 -1.099125 -4.560761 0.28 0.06 0.13
H -3.137693 0.410753 -5.586290 0.07 -0.20 0.36
H -1.003921 0.825422 -4.399557 -0.30 -0.23 0.20
C 1.089094 -1.972941 -3.630366 0.00 0.01 0.05
C 2.097310 -2.788605 -4.150347 0.09 0.08 0.15
C 3.321839 -2.903554 -3.480869 -0.08 0.06 0.06
C 3.554961 -2.189215 -2.295013 -0.17 0.11 -0.15
C 2.564242 -1.345160 -1.796335 -0.12 -0.23 -0.17
H 0.127808 -1.894909 -4.137379 0.26 -0.09 0.08
H 1.910167 -3.338537 -5.077431 0.13 0.19 0.39
H 4.102729 -3.559459 -3.879032 -0.34 0.26 0.16
H 4.500978 -2.290471 -1.752645 -0.38 0.05 -0.31
H 2.735080 -0.797975 -0.869462 0.05 -0.09 -0.25
H -2.219863 -2.166698 0.651780 0.94 0.24 0.25
H -1.444661 -2.204892 0.747445 -1.56 -1.31 0.18
C 1.144073 -0.242077 5.716312 -0.41 0.09 -0.23
N 1.137163 1.000305 4.919013 -0.56 -0.21 -0.21
C -0.075839 1.789450 5.241503 -0.03 -0.45 0.19
N -1.317398 1.007067 5.015716 0.62 -0.11 0.04
C -1.270485 -0.258347 5.784464 0.40 0.23 -0.31
N -0.067496 -1.057241 5.458170 0.09 0.32 0.11
C -0.097366 -1.666763 4.141126 -0.13 -0.31 -0.05
P -0.183932 -0.305960 2.866801 -0.03 0.77 1.72
C 1.259963 0.715134 3.491874 0.53 0.35 0.09
C -1.547215 0.752899 3.605913 -0.52 0.10 -0.09
H 1.160220 0.046014 6.784893 0.05 -0.32 -0.56
H 2.030184 -0.828378 5.446193 -0.14 0.13 0.25
H -0.095583 2.702683 4.633388 -0.02 -0.24 0.10
H -0.031736 2.082747 6.308218 -0.02 -0.22 -0.57
H -2.157769 -0.850958 5.524293 0.14 0.18 0.37
H -1.237533 0.009099 6.856608 -0.13 -0.33 -0.52
H 0.813277 -2.247806 3.918320 -0.33 0.14 0.23
H -0.978791 -2.316634 4.004133 0.36 0.17 0.25
H 1.326073 1.662346 2.941459 -0.06 -0.21 0.02
H 2.181814 0.146248 3.320288 -0.15 0.09 -0.06
H -2.511254 0.246244 3.491544 0.11 -0.05 -0.03
H -1.631908 1.704219 3.068910 0.16 -0.10 -0.01


# 3
68
Properties=species:S:1:pos:R:3:forces:R:3 method="wB97M-V/def2-TZVPD" relative_energy_kcal_mol=0.0 fmax_ev_per_a=2.72 lumo_ev=-0.229 orbital_gap_ha=0.2484
C -3.523497 -0.063279 2.902646 -0.16 0.09 -0.11
O -2.397611 0.564086 2.253492 0.36 0.17 0.52
C -1.285092 0.578080 3.011181 -0.33 -0.93 1.28
O -1.227834 0.079468 4.121066 -0.11 0.72 -0.99
C -0.124497 1.285737 2.340876 -0.18 -0.39 0.04
C -0.047636 2.755093 2.795034 -0.05 0.20 -0.44
C 1.210538 2.872967 3.658135 0.14 -0.02 0.40
C 1.992684 1.570246 3.476102 0.56 0.42 0.05
N 1.118933 0.684920 2.745180 0.08 1.28 -0.63
C 1.435798 -0.604395 2.492485 -1.30 -1.91 0.03
C 0.508333 -1.548023 2.064839 1.78 1.65 0.20
C 0.601239 -2.927294 2.592156 0.02 -1.14 -0.13
C 2.009412 -3.399960 3.045458 -0.13 0.01 0.29
C 3.155239 -2.465480 2.645939 -0.18 -0.06 -0.34
C 2.831809 -0.997688 2.920778 0.05 -0.60 0.61
H -4.358413 0.048549 2.209873 0.13 0.01 0.11
H -3.318615 -1.126154 3.082082 -0.02 0.27 0.05
H -3.727544 0.455310 3.846421 0.01 -0.27 -0.19
H -0.290583 1.199135 1.259411 0.11 0.09 0.03
H 0.044996 3.373324 1.896827 -0.12 0.03 0.22
H -0.947668 3.063763 3.340058 0.19 -0.07 -0.22
H 1.831668 3.721814 3.359671 -0.21 -0.03 0.12
H 0.957790 2.989112 4.718400 -0.02 0.08 -0.27
H 2.925836 1.753242 2.924282 -0.09 -0.02 0.08
H 2.278056 1.163042 4.458147 -0.15 -0.04 -0.30
H -0.385457 -1.288709 1.501086 0.14 0.30 0.65
H -0.081397 -3.022002 3.467771 0.25 0.09 -0.49
H 0.210321 -3.629152 1.849483 0.26 -0.08 0.29
H 1.982298 -3.502343 4.140207 0.18 0.03 -0.22
H 2.200841 -4.404072 2.641498 -0.02 0.22 0.17
H 4.071602 -2.742854 3.182472 -0.16 0.04 -0.11
H 3.371009 -2.586451 1.578497 -0.08 0.00 0.04
H 3.582464 -0.370408 2.415884 -0.34 0.00 0.09
H 2.969096 -0.830858 4.001581 -0.11 0.10 -0.22
F -0.583128 -0.746960 -1.527033 -1.31 -0.31 0.01
C -1.910187 -1.091960 -1.549424 0.34 0.23 -0.49
F -2.623740 -0.003643 -1.924058 0.67 -0.88 -0.16
F -2.079780 -2.065388 -2.480142 0.13 0.99 0.88
S -2.369294 -1.573497 0.147395 -2.41 -0.20 -1.25
N -3.934509 -2.409939 -0.330585 0.52 0.83 0.80
S -5.495584 -1.520023 -0.225682 0.22 0.16 0.35
C -6.368580 -1.964022 -1.734790 -0.03 0.04 -0.31
C -6.726520 -0.908702 -2.578488 0.05 0.02 0.10
C -7.509538 -1.161293 -3.706784 0.04 -0.22 0.05
C -7.908120 -2.470715 -4.007955 0.15 0.24 0.19
C -7.539671 -3.521967 -3.162178 0.06 0.27 -0.02
C -6.773470 -3.268118 -2.023650 -0.01 -0.07 0.11
O -6.212056 -2.013463 0.921522 0.55 0.18 -0.83
O -5.132499 -0.131738 -0.318346 -0.05 -0.74 0.02
S -3.906084 -3.917186 0.482098 0.47 -1.10 -0.17
C -2.579900 -4.674063 -0.437698 0.06 -0.31 0.04
C -2.855866 -5.570307 -1.470556 0.05 0.18 0.04
C -1.795003 -6.058366 -2.236052 0.04 0.05 0.12
C -0.480162 -5.667628 -1.955430 -0.14 0.35 0.11
C -0.213822 -4.806965 -0.881949 -0.24 -0.23 -0.03
C -1.274139 -4.343317 -0.105739 0.30 -0.09 0.24
O -3.498523 -3.718363 1.850058 -0.26 0.06 -0.73
O -5.110881 -4.635819 0.155491 0.36 0.58 0.26
H -6.397724 0.099141 -2.331755 -0.11 -0.22 -0.11
H -7.806257 -0.324297 -4.345073 0.13 -0.36 0.20
H -8.503242 -2.665171 -4.903711 0.17 0.06 0.34
H -7.856877 -4.544278 -3.382710 0.15 0.37 0.09
H -6.487139 -4.077675 -1.363247 -0.10 0.10 -0.05
H -3.883053 -5.886655 -1.640125 0.23 0.14 -0.12
H -2.001220 -6.740478 -3.062324 0.09 0.17 0.28
H 0.341231 -6.017073 -2.581261 -0.24 0.02 0.17
H 0.804968 -4.494934 -0.634890 -0.34 -0.20 -0.11
H -1.104197 -3.738094 0.784763 -0.03 -0.33 -0.58